The following is a quantum chemistry calculation of a 7-piece molecular cluster, C21H47NO9S8 overall, from OMol25.

```
86
Properties=species:S:1:pos:R:3:lowdin_charge:R:1
O 1.230 -2.780 1.376 -0.34
S 1.717 -4.068 1.847 0.63
O 1.358 -4.203 3.260 -0.31
O 3.353 -4.068 1.782 -0.23
C 3.880 -4.938 0.745 -0.19
C 2.953 -5.064 -0.512 -0.18
C 1.771 -6.068 -0.239 -0.30
C 2.230 -7.568 -0.056 -0.13
C 1.196 -8.480 0.442 0.01
C 1.692 -9.857 0.616 -0.04
C 3.079 -10.083 0.275 -0.18
N 4.002 -9.238 -0.218 0.04
C 3.581 -7.956 -0.391 -0.09
C 0.934 -5.504 0.993 -0.59
S -0.711 -4.881 0.380 0.78
H 4.877 -4.524 0.427 0.13
H 4.119 -5.923 1.234 0.13
H 3.521 -5.445 -1.395 0.09
H 2.589 -4.050 -0.830 0.12
H 1.093 -6.013 -1.134 0.13
H 0.156 -8.173 0.665 0.11
H 1.029 -10.663 1.010 0.10
H 3.440 -11.130 0.449 0.10
H 4.328 -7.237 -0.798 0.12
H 0.688 -6.251 1.780 0.09
H -0.448 -3.668 -0.199 -0.09
C -4.003 -1.096 -0.861 -0.26
S -3.206 -2.184 0.333 0.79
O -3.502 -3.589 -0.075 -0.59
C -4.296 -1.779 1.707 -0.26
H -3.502 -1.214 -1.821 0.05
H -5.055 -1.366 -0.965 0.06
H -3.910 -0.061 -0.528 0.04
H -5.330 -2.006 1.440 0.06
H -4.193 -0.722 1.953 0.05
H -4.002 -2.381 2.567 0.05
C 3.939 0.382 0.504 -0.26
S 2.226 0.508 -0.041 0.81
O 2.239 1.053 -1.432 -0.57
C 1.774 1.856 1.061 -0.26
H 4.432 -0.389 -0.088 0.04
H 4.448 1.336 0.354 0.06
H 3.965 0.102 1.557 0.06
H 2.416 2.720 0.878 0.06
H 1.870 1.530 2.097 0.06
H 0.737 2.126 0.861 0.01
C -1.157 4.167 -1.121 -0.25
S -1.720 3.674 0.519 0.81
O -2.517 2.420 0.360 -0.57
C -2.882 5.029 0.730 -0.31
H -0.438 3.429 -1.476 0.05
H -2.004 4.208 -1.808 0.05
H -0.674 5.144 -1.060 0.06
H -3.619 5.013 -0.074 0.01
H -2.344 5.973 0.728 0.02
H -3.388 4.904 1.686 0.05
C -1.459 7.683 4.908 -0.27
S -2.243 7.330 3.324 0.82
O -1.285 6.507 2.533 -0.56
C -2.152 9.012 2.690 -0.26
H -1.374 6.751 5.465 0.05
H -0.464 8.100 4.744 0.06
H -2.075 8.386 5.469 0.05
H -1.113 9.345 2.668 0.06
H -2.746 9.672 3.324 0.06
H -2.559 9.019 1.678 0.03
C 4.426 -1.774 -3.728 -0.26
S 3.851 -3.415 -4.199 0.85
O 3.380 -4.095 -2.954 -0.57
C 5.479 -4.081 -4.592 -0.27
H 3.567 -1.187 -3.404 0.05
H 5.142 -1.853 -2.909 0.06
H 4.890 -1.291 -4.589 0.06
H 6.129 -4.013 -3.718 0.06
H 5.908 -3.523 -5.425 0.05
H 5.363 -5.126 -4.878 0.05
C -6.648 7.772 -0.934 -0.26
S -4.933 7.223 -0.863 0.81
O -4.194 8.176 0.014 -0.54
C -4.535 7.640 -2.570 -0.26
H -7.092 7.638 0.051 0.05
H -6.689 8.826 -1.211 0.06
H -7.192 7.169 -1.662 0.06
H -4.711 8.703 -2.743 0.06
H -5.151 7.042 -3.243 0.06
H -3.484 7.413 -2.743 0.05
```

HOMO	-0.3095	hartree
total charge	0
relative energy (zero: lowest compared OMol25 entry of this formula, charge and spin)	174.33	kJ/mol
frontier orbital gap	8.83	eV

***

The following is a quantum chemistry calculation of C21H47OP3STm as an isolated structure, from OMol25.

```
74
Properties=species:S:1:pos:R:3:lowdin_charge:R:1
Tm 0.091 -0.380 0.156 0.78
P -0.595 1.919 1.725 0.76
P -2.625 -0.783 -0.127 0.75
P 2.353 1.295 0.151 0.69
H 1.152 -2.198 -4.649 0.09
C 2.067 -1.963 -4.138 0.13
C 2.249 -2.558 -2.824 -0.20
H 1.534 -3.419 -2.704 0.11
C -1.128 3.402 0.796 -0.23
C -2.040 1.720 2.827 -0.26
C 0.460 2.719 3.000 -0.24
C -3.335 -2.227 -1.022 -0.24
C -3.748 -0.644 1.326 -0.24
C -3.065 0.762 -1.032 -0.25
C 3.664 0.709 -0.990 -0.28
C 3.493 1.565 1.583 -0.24
C 2.178 3.034 -0.409 -0.24
H 2.837 -1.335 -4.571 0.12
H 3.292 -2.655 -2.415 0.13
H -1.297 4.219 1.508 0.08
H -2.054 3.189 0.257 0.04
H -0.360 3.695 0.077 0.03
H -2.015 2.463 3.633 0.07
H -2.018 0.724 3.286 0.03
H -2.970 1.845 2.270 0.05
H -0.195 3.270 3.687 0.06
H 1.177 3.425 2.578 0.04
H 1.000 1.973 3.590 0.04
H -4.348 -2.455 -0.637 0.07
H -2.680 -3.091 -0.779 0.05
H -3.337 -2.076 -2.114 0.04
H -4.496 0.151 1.162 0.07
H -3.186 -0.387 2.239 0.01
H -4.255 -1.606 1.456 0.06
H -3.846 0.552 -1.774 0.07
H -2.193 1.206 -1.540 0.02
H -3.447 1.488 -0.295 0.04
H 4.373 1.532 -1.150 0.07
H 3.230 0.384 -1.946 -0.01
H 4.182 -0.145 -0.538 0.06
H 4.465 1.910 1.199 0.07
H 3.642 0.613 2.114 0.05
H 3.086 2.308 2.277 0.04
H 3.145 3.352 -0.819 0.07
H 1.886 3.679 0.428 0.04
H 1.410 3.058 -1.190 0.03
C -0.080 -0.405 -3.129 -0.67
C -0.040 0.953 -3.515 -0.10
C -0.813 1.280 -4.635 -0.02
C -1.569 0.322 -5.354 0.02
C -1.759 -0.963 -4.735 -0.03
C -0.958 -1.373 -3.660 -0.13
S 1.166 -0.938 -2.107 0.84
H 0.585 0.942 -1.217 -0.08
H 0.727 1.622 -3.076 0.11
H -0.748 2.307 -4.950 0.12
H -2.073 0.549 -6.296 0.13
H -2.528 -1.610 -5.152 0.12
H -0.800 -2.429 -3.405 0.12
C 0.514 -1.240 4.354 -0.03
C 1.290 -1.060 3.088 -0.23
O 0.549 -1.514 1.908 -0.41
C 0.050 -2.923 1.996 -0.19
C 1.101 -3.873 2.551 -0.04
H 0.337 -2.296 4.569 0.09
H -0.447 -0.715 4.352 0.09
H 1.137 -0.831 5.142 0.11
H 2.240 -1.585 3.091 0.13
H 1.483 0.001 2.890 0.07
H -0.857 -2.909 2.614 0.14
H -0.240 -3.179 0.960 0.11
H 1.399 -3.592 3.561 0.08
H 0.623 -4.855 2.591 0.11
H 1.979 -3.927 1.907 0.10
```

HOMO (spin up / spin down)	-0.6117 / -0.6136	hartree
total charge	+3
2S+1	3
frontier orbital gap (spin up / spin down)	5.61 / 5.74	eV

***

The following is a quantum chemistry calculation of a 4-piece molecular cluster, C21H48BN3O14P3 overall, from OMol25.

```
90
Properties=species:S:1:pos:R:3:lowdin_charge:R:1
C 6.214 -2.676 -0.576 -0.06
C 4.634 -2.454 -0.220 -0.20
O 3.896 -2.917 -1.390 -0.10
N 2.832 -2.128 -1.718 -0.13
C 1.867 -1.909 -0.608 -0.12
C 0.376 -1.573 -1.075 -0.15
C -0.704 -1.432 0.059 -0.02
C -2.183 -1.067 -0.228 -0.01
C -2.571 -0.836 -1.724 -0.19
C -4.091 -0.407 -2.018 -0.08
C -1.564 -1.001 -2.899 -0.01
C -0.099 -1.374 -2.528 -0.05
C 3.209 -0.890 -2.417 -0.13
N 3.133 -0.907 -3.791 0.18
N 3.702 0.338 -1.804 0.21
B 2.681 1.460 -1.781 -0.44
C 1.633 1.834 -2.957 -0.01
O 2.669 2.313 -0.603 0.07
H 6.382 -2.663 -1.719 0.09
H 6.658 -3.592 -0.067 0.08
H 6.772 -1.747 -0.185 0.08
H 4.437 -3.136 0.680 0.13
H 4.534 -1.346 0.018 0.11
H 2.182 -1.082 0.124 0.13
H 1.810 -2.902 -0.019 0.16
H -0.364 -1.597 1.142 0.10
H -2.910 -0.982 0.644 0.11
H -4.147 -0.114 -3.126 0.08
H -4.860 -1.186 -1.706 0.09
H -4.251 0.580 -1.439 0.08
H -1.912 -0.835 -3.981 0.11
H 0.640 -1.497 -3.393 0.07
H 3.882 -1.406 -4.289 0.15
H 2.329 -0.496 -4.286 0.13
H 4.593 0.622 -2.255 0.17
H 2.158 1.807 -3.989 0.08
H 1.331 2.942 -2.812 0.10
H 0.660 1.237 -2.943 0.07
H 2.131 1.912 0.113 0.10
C 1.583 4.410 1.601 -0.12
O 0.686 5.443 1.978 -0.21
P -0.056 6.251 0.810 0.40
O -0.146 5.555 -0.494 -0.24
O 0.686 7.672 0.776 -0.21
C 2.100 7.706 0.866 -0.10
O -1.458 6.616 1.484 -0.21
C -2.358 7.396 0.708 -0.10
H 2.404 4.382 2.321 0.10
H 1.059 3.452 1.617 0.09
H 2.004 4.578 0.608 0.07
H 2.557 6.941 0.234 0.09
H 2.399 7.559 1.907 0.09
H 2.448 8.686 0.539 0.09
H -2.682 6.832 -0.169 0.09
H -1.887 8.331 0.395 0.09
H -3.230 7.630 1.320 0.09
C 6.037 -8.310 4.505 -0.10
O 4.818 -8.086 3.805 -0.21
P 4.759 -6.867 2.772 0.40
O 6.063 -6.397 2.254 -0.24
O 3.881 -5.751 3.522 -0.23
C 4.129 -5.499 4.896 -0.10
O 3.742 -7.407 1.662 -0.20
C 3.430 -6.519 0.602 -0.11
H 5.799 -8.678 5.506 0.10
H 6.625 -9.062 3.978 0.10
H 6.622 -7.394 4.608 0.08
H 5.200 -5.450 5.104 0.09
H 3.668 -6.286 5.496 0.10
H 3.674 -4.545 5.164 0.09
H 4.322 -6.323 0.004 0.09
H 3.031 -5.579 0.993 0.07
H 2.674 -6.984 -0.031 0.09
C -9.928 2.699 -2.380 -0.11
O -9.314 3.090 -1.158 -0.21
P -7.957 2.357 -0.732 0.40
O -7.194 1.721 -1.833 -0.24
O -8.397 1.367 0.452 -0.22
C -9.590 0.615 0.305 -0.10
O -7.177 3.506 0.058 -0.21
C -5.923 3.156 0.625 -0.11
H -11.012 2.767 -2.260 0.09
H -9.613 3.374 -3.176 0.09
H -9.678 1.671 -2.652 0.08
H -9.668 0.187 -0.697 0.09
H -10.449 1.259 0.505 0.09
H -9.585 -0.195 1.035 0.09
H -5.208 2.916 -0.165 0.08
H -6.030 2.305 1.301 0.09
H -5.550 4.010 1.193 0.09
```

HOMO	-0.4108	hartree
total charge	+1
frontier orbital gap	4.89	eV

***

Record order is preserved below.
Maximum force: 4.97 3.39 5.09 eV/A